# 1
Here is C20H25NO6 in the gas phase from the OMol25 dataset. Energies are from the ωB97M-V functional and the def2-TZVPD basis.

The geometry in XYZ format:
```
52
Properties=species:S:1:pos:R:3:forces:R:3
C 1.85590 -1.33231 -0.10310 -0.419 -0.352 0.395
H 3.72505 0.36426 -2.21908 -0.066 -0.122 -0.008
H -1.01229 4.58852 1.13544 0.011 -0.026 0.092
H 5.97048 0.44129 -2.97338 0.033 0.025 0.006
H 2.25539 -2.31020 -0.32968 0.027 -0.071 -0.041
H -1.50670 3.94936 2.73296 0.031 -0.010 -0.028
H -0.61445 -3.88446 3.35516 -0.095 0.039 -0.033
O 0.64084 -3.55724 1.07315 -0.125 0.032 0.100
C -3.59559 0.42233 0.61276 -0.155 -0.015 -0.140
H -4.27797 -1.78096 -2.78045 0.059 -0.076 -0.032
C 6.59789 0.26019 -2.09409 0.011 0.023 -0.037
H 4.80041 -1.24413 0.16312 -0.079 0.132 0.002
H -4.48472 0.57592 1.20423 -0.111 0.017 0.074
H 0.05660 0.23930 2.13466 -0.002 -0.015 -0.124
H -5.98066 -1.89675 -2.33802 -0.067 -0.066 0.025
C 0.16758 0.11856 1.05165 -0.018 -0.007 -0.121
C -1.35783 0.03589 -0.94393 0.022 0.033 0.308
H 2.61576 1.81799 -0.75590 0.043 0.046 -0.054
H 5.00532 0.51038 -0.08322 -0.019 -0.079 0.010
C -2.34940 0.37262 1.19787 -0.033 -0.023 -0.197
H 0.14992 4.58426 2.47630 -0.103 -0.028 -0.025
H -6.29989 0.52322 -2.74583 0.177 -0.002 -0.040
C 1.03039 1.22608 0.49058 0.222 -0.445 0.023
C 0.71179 2.62026 0.80697 0.294 0.457 -0.202
N 2.46099 -0.26572 -0.70864 -0.165 0.047 0.020
H 3.59895 -1.39758 -2.02863 -0.031 0.114 -0.014
O -5.01984 0.36370 -1.23252 0.072 0.031 0.274
H -1.77223 -3.96127 2.01293 0.015 0.043 0.086
C 3.65648 -0.44780 -1.49106 0.781 -0.068 -0.010
C -1.21125 0.17735 0.42663 -0.090 0.005 -0.019
C 0.25766 -2.43533 1.32383 0.186 -0.523 -0.098
O -0.30138 2.72625 1.68401 0.132 -0.438 -0.043
C 0.81459 -1.21229 0.74016 0.289 0.389 -0.049
C -2.60436 0.08193 -1.54455 -0.328 0.022 -0.250
O 1.28994 3.58155 0.34723 -0.143 0.008 0.107
C -1.34796 -3.31251 2.78217 -0.048 -0.431 0.069
C 4.91345 -0.46135 -0.59254 -0.274 -0.028 -0.040
H -2.25388 0.48581 2.26679 0.026 0.017 0.147
H 6.69619 1.19307 -1.52695 0.007 -0.001 -0.013
H -2.66808 -0.03101 -2.61564 -0.064 -0.021 -0.088
H -4.60249 0.69286 -3.23610 -0.085 0.007 0.081
H -2.13055 -2.93132 3.43313 0.032 -0.002 -0.028
C -5.29155 0.12573 -2.59781 -0.084 -0.203 -0.381
C 2.05966 0.98882 -0.34265 -0.365 0.507 0.312
C -3.74120 0.27671 -0.76826 0.130 0.017 0.176
O 6.09112 -0.77503 -1.28500 -0.001 -0.171 -0.021
H 7.58194 -0.06723 -2.42318 -0.010 0.095 -0.052
C -0.68708 4.04590 2.02561 0.033 0.441 -0.017
H -0.48374 -0.11585 -1.56161 0.099 -0.018 -0.077
H -5.52781 -1.49000 -3.99980 -0.019 -0.045 -0.122
O -0.73916 -2.17900 2.18927 0.210 0.388 -0.128
C -5.26463 -1.35828 -2.95375 0.060 0.349 0.226
```
Forces are in eV/Å.

Output
**Orbital gap**: 8.345 eV
**Net charge**: 0
**Energy relative to the best compared isomer or geometry (same formula, charge and spin)**: 1.1 kcal/mol
**Structure (SMILES)**: CCOc1ccc(C2C(C(=O)OC)=CN(CCOC)C=C2C(=O)OC)cc1
**Strongest force on any atom**: 0.78 eV/A
**DFT total energy**: -34920.141 eV

These are the natural (NBO) partial charges, in e, on atoms 1 to 5:
1. C 0.0791
2. H 0.2055
3. H 0.1946
4. H 0.1625
5. H 0.2343

# 2
Here is a molecular structure, C20H26BBr51NOS at a distorted geometry from the OMol25 dataset. Energies are from the ωB97M-V functional and the def2-TZVPD basis.

The geometry in XYZ format:
```
101
Properties=species:S:1:pos:R:3:forces:R:3
C 0.59838 -7.24867 -0.29480 0.054 0.207 0.181
Br 4.57626 9.37115 0.56980 -0.008 -0.097 0.679
Br 8.30788 -4.55039 -2.30867 -0.008 0.015 -0.017
H 6.41252 3.54251 -2.44850 0.286 -0.115 0.154
Br 4.73910 -0.44069 1.07470 0.253 -0.120 0.047
H 1.19945 -3.16555 -5.29156 0.330 -0.096 -0.101
Br 6.24996 4.87092 -4.52590 -0.005 0.021 0.078
H 1.04648 0.85484 -0.25305 -0.124 -0.337 -0.169
Br -11.76023 -7.68105 -3.00585 0.010 -0.005 0.001
H 2.79221 8.29442 -3.01616 -0.246 -0.183 -2.224
Br -4.18987 0.76608 2.70536 0.188 -0.107 0.023
Br 5.85957 -0.79782 -6.33647 -0.012 -0.040 0.036
Br 1.70044 1.03978 2.11767 -0.187 -0.025 -0.046
H 4.04677 6.51744 0.44291 2.163 -0.040 -0.315
H -5.99064 3.11287 3.06859 0.272 -0.027 0.211
C 1.05852 -11.78109 -0.65204 0.056 0.253 0.189
Br -5.72598 -4.00279 5.10701 -0.005 0.008 0.008
H -10.53546 -9.26626 -1.57393 -0.006 -0.065 0.357
C 5.56599 3.84619 -3.02968 -0.432 0.228 -0.113
H 3.20588 9.43736 -1.86905 0.700 2.509 0.488
C 7.41917 -5.82200 -1.17918 0.147 -0.178 -0.280
Br -0.47557 2.65905 0.45641 -0.141 -0.081 0.082
Br -10.99000 -10.72933 -3.50347 0.002 0.005 0.001
Br -0.86795 -1.58093 -0.66233 -0.035 0.057 0.046
C 0.17634 -2.94758 -5.06340 -0.213 0.243 0.087
Br 4.85703 0.56462 -9.03086 0.001 -0.018 -0.003
C 2.97535 8.44755 -2.00294 -2.044 -1.052 -0.196
Br -6.34675 -2.28995 2.50683 -0.097 -0.035 -0.034
Br 6.18805 2.33418 -6.74149 0.118 -0.136 -0.309
H 7.03311 -5.28298 -0.33868 -0.173 0.205 0.306
H -7.60998 -4.23361 0.41793 -0.028 -0.026 0.340
S 2.60378 5.65196 2.04361 0.081 -0.244 -0.174
C 1.19836 1.70366 0.38086 0.074 0.364 0.083
H -8.82449 1.62033 5.69742 0.154 0.293 -0.028
Br 4.80463 12.43124 1.52527 0.004 0.039 -0.008
Br -11.07786 0.99621 4.92609 -0.004 0.005 0.002
C 3.12318 6.84648 0.79705 -1.760 0.328 -0.240
H -1.82129 0.20432 2.30454 0.224 0.014 -0.357
N 1.82939 8.01717 -1.25357 0.499 -0.745 0.095
C -5.73240 -3.98178 3.18455 0.293 0.286 0.129
Br -5.79246 -3.51508 -1.07282 0.031 -0.022 -0.095
Br 2.23507 -1.54517 -1.36469 -0.126 -0.090 0.034
Br 7.49497 -2.02591 1.39453 -0.007 -0.043 -0.035
Br -4.00813 -4.40839 2.46050 0.008 -0.288 -0.090
Br 0.94035 4.40922 7.37756 -0.037 -0.055 0.015
H 7.11343 0.45705 -8.04646 0.316 -0.095 -0.157
C 1.98539 3.18803 6.31010 -0.168 0.094 -0.315
Br 2.16436 3.80140 4.49356 -0.021 -0.114 0.339
H 0.53110 9.55369 -1.26702 -1.374 1.168 -1.338
Br -7.39524 1.38041 2.02346 -0.179 0.127 -0.196
H 6.55925 10.86067 0.79987 0.342 0.042 0.089
Br 0.10572 -1.11697 -4.49129 -0.079 0.036 -0.145
Br 1.44581 -12.36773 1.13657 -0.007 0.040 -0.010
Br -6.25998 4.10507 0.83054 -0.023 -0.023 0.044
Br -2.40571 -1.60205 3.87363 -0.009 0.192 0.014
Br 4.84458 -3.58273 0.55609 0.124 -0.093 -0.031
Br -0.64327 -10.88278 -0.75170 0.036 0.022 0.011
Br 4.44725 4.94491 -1.90573 0.216 -0.041 -0.108
Br 1.16597 -3.20481 1.15208 -0.069 0.041 0.003
H 5.35152 -2.28052 2.58379 -0.057 -0.096 0.347
H 2.28585 6.45635 3.05221 0.024 0.333 0.278
H 0.62501 5.67760 -0.05853 -2.325 -0.736 1.941
H 1.80846 9.81549 -0.21459 1.260 1.240 0.973
Br -8.85451 -2.66613 -1.01057 0.003 -0.006 0.010
C 5.56961 11.03468 0.42798 -0.255 -0.082 -0.193
H -6.41905 -4.73686 2.86164 -0.234 -0.253 -0.105
H 0.65451 -3.43178 -1.24387 -0.056 -0.325 -0.227
Br 5.92192 -6.64091 -2.07288 -0.009 0.033 0.044
O 1.33010 5.73918 -0.63394 1.211 0.326 -1.831
H 2.96668 3.16332 6.73721 0.303 0.016 0.186
Br 8.64043 -7.14492 -0.49977 -0.005 -0.005 -0.005
C -2.41166 0.20357 3.19854 -0.027 0.166 0.337
C 0.78111 -2.57063 -0.62343 0.110 0.355 0.337
Br -8.05651 -5.71213 -1.50795 0.014 0.175 0.088
C 1.16637 9.08149 -0.58953 0.441 -0.326 -1.363
Br 1.28796 -7.43630 1.49178 -0.030 -0.001 -0.070
Br -8.34929 -0.63154 4.82330 -0.071 -0.122 0.218
C 5.57551 -2.10167 1.55260 0.028 0.215 -0.362
Br -1.57908 1.42428 4.42358 -0.163 -0.071 -0.103
Br -8.70861 -8.55855 -3.06564 -0.006 -0.187 -0.112
Br -9.55428 0.27234 7.62800 -0.013 0.003 -0.005
Br 2.55228 2.78712 -0.42643 -0.024 -0.326 0.213
Br -8.21402 4.14259 3.34756 -0.022 -0.013 0.029
Br 1.30309 1.38375 6.42913 0.083 0.033 0.063
Br -1.13314 -6.40741 -0.30749 -0.003 0.038 -0.025
C 6.15214 0.61949 -7.60533 -0.304 0.185 0.115
Br -0.84387 -3.25553 -6.66495 -0.009 0.000 0.049
H 0.56106 8.72845 0.15705 -1.514 -0.913 2.186
Br 5.76660 11.63078 -1.40859 0.005 0.018 0.025
H 3.76608 7.84668 -1.75386 2.501 -1.230 0.554
B 2.10215 6.87514 -0.35757 0.251 -0.121 0.359
H 0.98639 -12.65619 -1.26370 -0.038 -0.294 -0.212
C -6.83516 3.17841 2.41128 -0.180 0.079 -0.246
C -7.58158 -4.05910 -0.63894 0.049 0.079 -0.291
Br 4.66577 2.24335 -3.61243 -0.044 0.086 0.251
Br -0.34423 -4.13219 -3.64246 -0.128 -0.183 -0.082
Br 1.83292 -6.32926 -1.44153 0.117 0.054 -0.002
Br 2.48145 -10.70387 -1.37276 -0.071 0.064 0.046
C -10.50515 -9.08660 -2.62856 -0.018 0.090 -0.338
C -9.36979 0.69925 5.76021 -0.107 -0.260 -0.035
H 0.47717 -8.23785 -0.69438 -0.047 -0.241 -0.084
```
Forces are in eV/Å.

Output
**Orbital gap**: 4.080 eV
**Net charge**: -1
**Strongest force on any atom**: 3.12 eV/A
**DFT total energy**: -3608372.942 eV

These are the Löwdin partial charges, in e, on atoms 1 to 5:
1. C -1.6310
2. Br 0.7444
3. Br 0.5708
4. H -0.0305
5. Br 0.5698